Record 1
9
Properties=species:S:1:pos:R:3:lowdin_charge:R:1 method="wB97M-V/def2-TZVPD" energy_ev=-8743.18232 orbital_gap_ev=10.39
O 2.65 -0.64 1.21 0.058
C 2.08 -0.57 0.23 0.024
C -0.12 0.54 -1.13 -0.070
N -1.01 -0.28 -0.72 0.027
C -1.31 -0.26 0.65 -0.346
O -0.48 -0.12 1.53 0.023
H 0.29 1.33 -0.49 0.082
H 0.26 0.45 -2.15 0.081
H -2.37 -0.46 0.87 0.121

Record 2
9
Properties=species:S:1:pos:R:3:lowdin_charge:R:1 method="wB97M-V/def2-TZVPD" energy_ev=-5686.49317 orbital_gap_ev="9.28 / 9.26"
C 0.54 0.58 -0.98 -0.018
C -0.46 -0.03 1.04 -0.115
N 0.02 -0.29 -0.24 -0.145
O 0.21 -2.23 -1.22 -0.164
H 0.94 0.42 -2.00 0.095
H 0.61 1.58 -0.61 0.069
H 0.07 0.85 1.48 0.102
H -1.52 0.14 0.99 0.082
H -0.39 -1.01 1.54 0.094

Record 3
86
Properties=species:S:1:pos:R:3:lowdin_charge:R:1 method="wB97M-V/def2-TZVPD" energy_ev=-40920.99486 smiles="CC1(C)CCCC(C)(C)N1O.CC1(C)CCCC(C)(C)N1O.NC(N)=O.CCO.CCO" orbital_gap_ev=8.00
C 0.02 -0.75 -1.14 -0.808
O 0.06 -1.86 -0.67 0.036
N -1.03 -0.06 -1.03 0.218
N 0.98 -0.09 -1.71 0.203
H -1.86 -0.42 -0.60 0.098
H -0.91 0.86 -1.44 0.113
H 1.82 -0.65 -1.82 0.069
H 0.99 0.78 -2.21 0.061
C -2.53 -1.57 1.85 -0.039
C -3.59 -2.07 0.81 -0.439
C -4.62 -0.94 0.59 -0.147
C -5.47 -1.15 -0.62 -0.197
C -4.58 -1.41 -1.86 -0.125
C -3.60 -2.62 -1.66 -0.471
N -2.91 -2.52 -0.37 -0.129
O -1.99 -3.57 -0.17 -0.010
C -4.48 -3.89 -1.82 -0.036
C -2.56 -2.62 -2.82 -0.025
C -4.30 -3.35 1.57 -0.011
H -2.34 -0.51 1.69 0.057
H -1.62 -2.17 1.82 0.080
H -2.85 -1.49 2.89 0.077
H -5.33 -0.79 1.40 0.122
H -4.21 0.07 0.59 0.111
H -6.13 -0.32 -0.88 0.110
H -6.18 -1.96 -0.53 0.102
H -4.02 -0.50 -2.08 0.107
H -5.22 -1.67 -2.70 0.114
H -3.83 -4.68 -1.44 0.080
H -5.36 -3.95 -1.18 0.068
H -4.74 -4.15 -2.84 0.082
H -3.12 -2.60 -3.76 0.080
H -1.80 -1.83 -2.74 0.058
H -1.90 -3.48 -2.93 0.083
H -5.31 -3.60 1.25 0.060
H -4.39 -3.09 2.63 0.058
H -3.65 -4.23 1.59 0.071
H -1.13 -3.15 -0.26 0.048
C 1.41 0.58 4.38 -0.047
C 1.67 1.11 2.90 -0.458
C 0.61 2.22 2.65 -0.135
C 0.92 3.29 1.58 -0.171
C 2.18 4.00 2.07 -0.139
C 3.37 3.00 2.20 -0.448
N 3.01 1.80 3.03 -0.085
O 4.12 0.89 3.25 -0.019
C 3.91 2.68 0.80 -0.052
C 4.51 3.87 2.96 -0.032
C 1.60 -0.11 1.95 -0.012
H 0.42 0.23 4.66 0.078
H 1.69 1.32 5.13 0.074
H 2.15 -0.21 4.55 0.068
H -0.34 1.69 2.52 0.110
H 0.46 2.72 3.61 0.111
H 0.03 3.92 1.50 0.103
H 0.85 2.83 0.60 0.100
H 2.12 4.64 2.95 0.119
H 2.53 4.64 1.26 0.107
H 4.83 2.13 0.99 0.072
H 3.29 2.07 0.15 0.063
H 4.23 3.53 0.19 0.086
H 4.30 4.02 4.02 0.073
H 5.52 3.45 2.96 0.065
H 4.67 4.83 2.47 0.073
H 1.81 0.37 0.99 0.063
H 0.62 -0.59 1.96 0.075
H 2.36 -0.86 2.16 0.078
H 4.28 1.02 4.19 0.091
C 0.92 2.30 -5.55 -0.077
C 0.19 1.58 -4.40 -0.297
O 0.48 2.14 -3.14 -0.108
H 1.98 2.39 -5.29 0.077
H 0.54 3.29 -5.77 0.071
H 0.89 1.67 -6.44 0.075
H 0.55 0.55 -4.44 0.112
H -0.89 1.61 -4.55 0.118
H -0.19 2.80 -2.96 0.103
C 4.41 -0.46 -1.23 -0.087
C 4.09 -1.86 -0.77 -0.286
O 3.02 -2.25 -1.63 -0.093
H 3.53 0.13 -1.48 0.048
H 5.10 -0.46 -2.07 0.081
H 4.85 0.11 -0.42 0.061
H 3.93 -2.05 0.29 0.114
H 4.96 -2.43 -1.09 0.107
H 2.21 -2.18 -1.12 0.041

Record 4
7
Properties=species:S:1:pos:R:3:lowdin_charge:R:1 method="wB97M-V/def2-TZVPD" energy_ev=-18404.44062 orbital_gap_ev=10.70
C 1.94 1.42 0.40 -0.845
N -1.58 -0.75 -0.48 -0.334
N -1.94 0.06 -1.17 0.176
N -0.77 -1.32 0.21 0.079
O 2.85 0.91 0.92 0.106
S 0.62 1.94 -0.28 0.737
H -1.11 -2.27 0.41 0.082

Record 5
52
Properties=species:S:1:pos:R:3:lowdin_charge:R:1 method="wB97M-V/def2-TZVPD" energy_ev=-52011.82045 smiles="CC(C)C[C@@H]1COC(=O)O1.O=S1(=O)CCCC1.O=S1(=O)CCCC1" orbital_gap_ev=10.60
C 3.21 -0.20 -0.97 -0.055
C 2.11 -0.51 -1.99 -0.404
C 0.78 -0.67 -1.26 -0.073
C 1.96 0.61 -3.02 -0.106
C 3.03 0.73 -4.12 -0.237
C 2.66 0.01 -5.42 -0.080
O 3.40 -1.21 -5.37 0.066
C 4.27 -1.16 -4.34 -0.587
O 4.92 -2.07 -3.96 0.172
O 4.26 0.07 -3.79 0.065
H 4.12 0.16 -1.43 0.071
H 3.48 -1.11 -0.42 0.082
H 2.85 0.53 -0.24 0.087
H 2.34 -1.46 -2.49 0.136
H 0.39 0.30 -0.96 0.064
H 0.91 -1.27 -0.36 0.054
H 0.03 -1.14 -1.90 0.087
H 1.87 1.55 -2.48 0.128
H 1.00 0.47 -3.54 0.116
H 3.24 1.78 -4.30 0.151
H 1.60 -0.22 -5.49 0.127
H 2.95 0.56 -6.32 0.129
C -3.25 3.97 1.38 -0.222
C -3.36 2.81 2.38 -0.210
C -2.31 1.76 1.98 -0.229
S -0.97 2.68 1.20 0.658
O -0.89 2.29 -0.19 -0.322
O 0.20 2.68 2.03 -0.317
C -1.76 4.29 1.28 -0.232
H -3.82 4.84 1.71 0.113
H -3.63 3.67 0.41 0.119
H -3.17 3.18 3.39 0.116
H -4.36 2.37 2.38 0.113
H -1.90 1.23 2.84 0.089
H -2.69 1.05 1.26 0.090
H -1.48 4.85 0.40 0.106
H -1.39 4.78 2.18 0.106
C -2.15 -3.39 3.51 -0.219
C -0.86 -3.99 2.93 -0.209
C -0.58 -3.26 1.61 -0.214
S -1.28 -1.62 1.78 0.645
O -2.36 -1.47 0.84 -0.317
O -0.24 -0.63 1.86 -0.317
C -1.99 -1.87 3.41 -0.232
H -2.31 -3.70 4.54 0.115
H -3.01 -3.71 2.92 0.120
H -0.04 -3.83 3.62 0.118
H -0.96 -5.06 2.77 0.114
H 0.48 -3.15 1.39 0.101
H -1.08 -3.73 0.76 0.107
H -2.92 -1.32 3.48 0.105
H -1.27 -1.50 4.13 0.111

Record 6
27
Properties=species:S:1:pos:R:3:lowdin_charge:R:1 method="wB97M-V/def2-TZVPD" energy_ev=-24272.91552 orbital_gap_ev=9.08
C -0.62 -0.52 1.94 -0.487
C 1.64 0.95 0.41 -0.102
C 0.92 1.21 -1.00 -0.355
C 0.17 -0.81 0.73 -0.156
C -0.51 0.53 -0.96 -0.186
C -1.64 1.35 -0.55 -0.047
C -0.88 -0.62 -1.94 -0.025
C 0.11 -2.33 0.50 -0.546
N 1.49 -0.41 0.84 0.000
O 0.07 -0.10 3.04 0.134
O -1.82 -0.55 1.94 0.120
O 1.00 2.50 -1.43 0.017
F -1.07 -2.89 0.33 0.185
F 0.85 -2.76 -0.63 0.065
F 0.65 -2.87 1.58 0.174
H 2.55 1.39 0.41 0.087
H 1.00 1.56 1.13 0.142
H 1.55 0.62 -1.64 0.139
H -2.15 0.75 0.33 0.119
H -2.42 1.49 -1.22 0.064
H -1.20 2.29 0.03 0.131
H -0.54 -1.63 -1.91 0.058
H -0.84 -0.25 -2.91 0.063
H -1.94 -0.67 -1.70 0.089
H 2.07 -1.04 0.28 0.139
H 1.00 -0.13 3.08 0.086
H 0.56 2.93 -0.69 0.094

Record 7
20
Properties=species:S:1:pos:R:3:lowdin_charge:R:1 method="wB97M-V/def2-TZVPD" energy_ev=-23152.80962 total_charge=+1 orbital_gap_ev=8.08
C 3.44 -0.02 -0.17 -0.194
C 1.59 -0.08 1.47 -0.051
C 2.16 -0.45 0.24 -0.170
C 1.13 -1.03 -0.62 -0.195
C -2.64 -0.20 1.00 -0.234
C -1.34 1.65 -0.56 -0.165
N 4.49 0.43 -0.32 0.184
N 0.25 -0.26 1.42 0.024
N -0.09 -0.71 0.05 -0.294
N 1.10 -1.57 -1.89 0.205
S -1.65 -0.18 -0.45 1.159
H 2.01 0.68 2.09 0.136
H -1.98 0.09 1.79 0.053
H -3.32 0.60 0.84 0.061
H -3.21 -1.06 1.27 0.080
H -2.19 2.35 -0.55 0.089
H -0.79 1.72 0.39 0.057
H -0.79 1.77 -1.50 0.069
H 1.72 -1.96 -2.53 0.104
H 0.12 -1.76 -1.97 0.084

Record 8
22
Properties=species:S:1:pos:R:3:lowdin_charge:R:1 method="wB97M-V/def2-TZVPD" energy_ev=-25892.08114 multiplicity=3 orbital_gap_ev="5.21 / 6.54"
C -3.10 -0.70 -0.18 -0.104
C -2.33 -1.85 -0.23 -0.091
C -2.52 0.54 -0.11 -0.034
C -0.98 -1.76 0.09 -0.015
C -1.13 0.66 0.16 -0.137
C -0.38 -0.55 0.35 -0.265
C -0.40 1.89 0.07 -0.054
C 0.84 2.00 -0.47 -0.153
C 1.64 0.93 -1.02 -0.191
N 3.45 -0.49 1.05 -0.033
O 0.91 -0.51 0.77 -0.185
O 2.41 -1.62 -0.86 -0.300
S 2.16 -0.39 -0.14 0.780
H -4.19 -0.71 -0.12 0.110
H -2.71 -2.84 -0.21 0.088
H -3.21 1.36 -0.12 0.107
H -0.46 -2.80 0.20 0.162
H -0.91 2.74 0.24 0.077
H 1.20 2.97 -0.41 0.074
H 2.46 1.18 -1.72 0.089
H 3.12 -0.14 1.94 0.065
H 4.13 0.09 0.72 0.010

Record 9
18
Properties=species:S:1:pos:R:3:lowdin_charge:R:1 method="wB97M-V/def2-TZVPD" energy_ev=-8436.19542 smiles=CCO.CCO orbital_gap_ev=11.08
C -1.19 0.70 -0.52 -0.097
C -1.11 1.55 -1.75 -0.287
O 0.04 2.46 -1.72 -0.078
H -1.54 1.38 0.25 0.082
H -0.16 0.45 -0.23 0.033
H -1.84 -0.17 -0.49 0.085
H -2.04 2.10 -1.88 0.108
H -1.04 0.82 -2.56 0.108
H -0.15 3.26 -1.23 0.077
C 0.30 -1.86 1.35 -0.108
C 1.71 -1.30 1.24 -0.354
O 1.85 -0.01 0.79 -0.042
H -0.16 -1.96 0.37 0.056
H -0.39 -1.13 1.78 0.069
H 0.12 -2.84 1.79 0.077
H 2.15 -2.07 0.60 0.106
H 2.13 -1.44 2.23 0.113
H 1.33 0.07 -0.02 0.053

Record 10
21
Properties=species:S:1:pos:R:3:lowdin_charge:R:1 method="wB97M-V/def2-TZVPD" energy_ev=-11979.83191 multiplicity=2 total_charge=+1 orbital_gap_ev="8.50 / 4.35"
C 1.60 -1.32 -1.03 -0.086
C 0.54 -0.64 -0.27 -0.320
C 0.45 -1.45 1.11 -0.032
C 0.49 -0.47 2.21 -0.085
O 1.28 -0.68 3.06 0.372
N -0.70 -0.72 -1.17 0.108
H 1.24 -2.11 -1.66 0.098
H 2.53 -1.74 -0.63 0.109
H 1.98 -0.67 -1.78 0.092
H 0.65 0.51 -0.01 0.177
H 1.30 -2.12 1.07 0.134
H -0.46 -1.97 1.22 0.135
H -0.27 0.40 2.28 0.236
H -0.50 -0.26 -1.99 0.073
H -1.08 -1.57 -1.22 0.032
H -0.43 3.69 0.61 0.063
H -0.79 2.91 -0.67 -0.059
O -0.16 3.48 -0.32 -0.044
H -1.99 1.30 -0.69 0.003
H -3.23 1.48 0.03 0.025
O -2.45 1.95 -0.15 -0.030

Record 11
56
Properties=species:S:1:pos:R:3:lowdin_charge:R:1 method="wB97M-V/def2-TZVPD" energy_ev=-48772.61847 orbital_gap_ev=7.34
Li -0.41 0.41 -1.14 0.634
N -0.28 0.53 -4.55 0.246
H 0.23 0.97 -3.74 0.044
H -0.69 1.18 -5.22 0.130
H -1.02 0.04 -3.99 0.073
H 0.43 0.02 -5.07 0.130
N -3.79 1.07 -1.12 0.263
H -3.32 1.19 -0.19 0.089
H -4.66 0.57 -0.98 0.135
H -3.12 0.52 -1.70 0.066
H -3.88 1.95 -1.62 0.136
C -2.09 -1.83 -3.12 -0.319
O -1.84 -0.59 -2.52 -0.454
H -2.62 -2.50 -2.41 0.040
H -2.69 -1.85 -4.03 0.061
H -1.18 -2.41 -3.32 0.065
C 1.94 2.14 -2.88 -0.351
O 0.86 1.56 -2.24 -0.462
H 2.33 1.57 -3.74 0.050
H 1.73 3.17 -3.22 0.061
H 2.79 2.30 -2.20 0.050
C -1.62 1.41 1.71 -0.326
O -1.56 1.13 0.35 -0.476
H -1.03 0.69 2.29 0.055
H -1.33 2.43 2.04 0.057
H -2.65 1.39 2.09 0.055
C 2.59 -2.03 2.75 -0.025
C 3.35 -2.69 1.54 -0.273
O 2.89 -2.02 0.42 0.156
C 2.00 -1.06 0.77 -0.557
O 1.33 -0.43 0.03 0.139
O 1.94 -0.97 2.09 0.066
F 2.94 -4.01 1.53 0.049
H 3.28 -1.75 3.54 0.139
H 1.78 -2.64 3.14 0.133
H 4.43 -2.58 1.62 0.169
C -0.68 -2.93 1.07 -0.060
C -2.09 -3.29 0.63 -0.279
O -2.85 -2.61 1.59 0.135
C -2.10 -2.43 2.70 -0.555
O -2.57 -2.08 3.73 0.186
O -0.80 -2.71 2.47 0.087
F -2.27 -4.64 0.81 0.059
H -0.54 -1.97 0.57 0.125
H -0.03 -3.73 0.73 0.152
H -2.31 -2.97 -0.38 0.145
C 1.76 2.96 1.01 -0.058
C 2.26 2.49 2.34 -0.307
O 2.41 3.66 3.12 0.142
C 1.67 4.64 2.53 -0.558
O 1.45 5.69 3.04 0.171
O 1.19 4.23 1.34 0.096
F 3.42 1.77 2.25 0.061
H 1.04 2.25 0.62 0.109
H 2.46 3.01 0.18 0.140
H 1.53 1.81 2.79 0.162

Record 12
61
Properties=species:S:1:pos:R:3:lowdin_charge:R:1 method="wB97M-V/def2-TZVPD" energy_ev=-51460.71841 smiles="O=C(CCCn1c(=O)[nH]c2cc(Cl)ccc2c1=O)NCCN1CCN(c2ccccc2)CC1" orbital_gap_ev=8.14
O 1.94 -0.18 -0.77 0.066
C 2.50 -1.25 -0.93 -0.485
N 3.10 -1.90 0.09 0.066
H 3.51 -2.81 -0.09 0.141
C 3.17 -1.41 1.45 -0.144
H 4.22 -1.36 1.74 0.119
H 2.75 -0.40 1.44 0.112
C 2.40 -2.31 2.45 -0.176
N 1.02 -1.99 2.70 -0.170
C 0.16 -2.09 1.53 -0.166
C -1.24 -1.59 1.87 -0.140
N -1.20 -0.17 2.17 -0.081
C -2.25 0.66 1.89 -0.254
C -2.11 2.06 1.94 -0.062
C -3.18 2.89 1.68 -0.111
C -4.42 2.37 1.34 -0.106
C -4.57 1.00 1.28 -0.088
C -3.52 0.15 1.56 -0.031
H -3.69 -0.91 1.54 0.103
H -5.53 0.57 1.03 0.104
H -5.25 3.03 1.13 0.097
H -3.04 3.96 1.74 0.107
H -1.16 2.51 2.18 0.101
C 0.07 0.32 2.66 -0.141
C 0.77 -0.78 3.46 -0.151
H 1.71 -0.38 3.86 0.123
H 0.13 -1.04 4.31 0.124
H -0.10 1.17 3.33 0.120
H 0.71 0.66 1.83 0.124
H -1.65 -2.16 2.71 0.133
H -1.86 -1.76 0.98 0.096
H 0.53 -1.50 0.68 0.096
H 0.11 -3.14 1.23 0.132
H 2.44 -3.35 2.09 0.118
H 2.92 -2.28 3.41 0.115
C 2.54 -1.99 -2.25 -0.081
H 2.72 -1.28 -3.05 0.113
H 3.36 -2.72 -2.23 0.111
C 1.20 -2.72 -2.51 -0.136
C 0.24 -1.89 -3.36 -0.118
N -0.02 -0.57 -2.80 0.072
C -0.90 -0.52 -1.74 -0.462
O -1.46 -1.50 -1.31 0.083
N -1.13 0.73 -1.22 0.212
C -0.52 1.87 -1.65 -0.159
C -0.81 3.11 -1.07 -0.026
C -0.17 4.23 -1.54 -0.660
C 0.76 4.17 -2.58 -0.099
C 1.03 2.95 -3.15 0.009
C 0.40 1.80 -2.70 -0.069
C 0.69 0.50 -3.32 -0.376
O 1.47 0.35 -4.24 0.080
H 1.74 2.86 -3.96 0.124
H 1.25 5.07 -2.92 0.103
Cl -0.52 5.76 -0.82 0.689
H -1.53 3.17 -0.27 0.083
H -1.76 0.77 -0.42 0.140
H -0.71 -2.41 -3.44 0.130
H 0.67 -1.73 -4.36 0.128
H 0.71 -2.96 -1.56 0.106
H 1.39 -3.65 -3.04 0.115